Arrangement i

# C2H3N3O

An isolated molecule of C2H3N3O (wB97M-V/def2-TZVPD, OMol25).

Each line ends with the Mulliken charge.
Cartesian coordinates (Å):
O  2.1928  -0.2385  -0.1201  -0.49
C  0.8587  -0.1448  -0.0020  0.52
N  0.2505  0.9705  0.3478  -0.69
N  -1.0503  0.6058  0.2510  0.21
C  -1.1449  -0.6826  -0.1160  0.01
N  0.0547  -1.1988  -0.2845  -0.51
H  2.5170  0.6345  -0.3772  0.35
H  -1.7664  1.2621  0.5177  0.22
H  -2.0875  -1.1878  -0.2887  0.38

Kohn-Sham gap: 10.4 eV
Charge: 0
Highest occupied orbital energy: -9.54 eV
SMILES: Oc1nc[nH]n1


Arrangement ii

# C2H3N3O

A cluster of 2 separate species, C2H3N3O in total (wB97M-V/def2-TZVPD, OMol25).

Each line ends with the Mulliken charge.
Cartesian coordinates (Å):
C  -1.4290  0.1948  -0.0297  0.68
C  1.1299  0.4440  0.0489  0.21
N  0.9510  -0.7022  0.5177  -0.37
N  1.9967  -0.4151  -0.5877  -0.50
N  -1.6157  -0.2567  1.0493  -0.44
O  -1.2265  0.6389  -1.1062  -0.47
H  0.9538  1.4285  0.0886  0.38
H  1.7231  -0.7713  -1.4904  0.23
H  -2.4832  -0.5609  1.5095  0.29

Kohn-Sham gap: 9.8 eV
Charge: 0
Highest occupied orbital energy: -9.10 eV
SMILES: C1=NN1.N=C=O


Arrangement iii

# C2H3N3O

An isolated molecule of C2H3N3O (wB97M-V/def2-TZVPD, OMol25).

Each line ends with the Mulliken charge.
Cartesian coordinates (Å):
N  -1.5537  -0.1610  0.0641  -0.52
C  -0.1667  -0.1553  0.0290  0.52
N  0.5293  -1.2373  0.2519  -0.37
O  1.8373  -0.8716  0.1708  -0.02
N  1.9660  0.4359  -0.1037  -0.26
C  0.7627  0.9191  -0.1749  -0.26
H  -1.9222  -1.1020  0.1574  0.28
H  -1.9993  0.3212  -0.7052  0.25
H  0.6772  1.9933  -0.2140  0.37

Kohn-Sham gap: 10.6 eV
Charge: 0
Highest occupied orbital energy: -9.76 eV
SMILES: Nc1cnon1


Arrangement iv

# C2H3N3O

An isolated molecule of C2H3N3O (wB97M-V/def2-TZVPD, OMol25).

Each line ends with the Mulliken charge.
Cartesian coordinates (Å):
O  0.6981  1.7414  0.6488  -0.47
C  0.3271  0.5968  0.0901  0.46
N  -0.8173  -0.0312  0.6035  -0.42
C  -0.9390  -1.0605  -0.3595  0.04
N  0.0515  -1.0912  -1.1884  -0.28
N  0.9120  -0.0514  -0.8644  -0.41
H  1.5254  1.9893  0.2132  0.38
H  -1.7809  -1.7431  -0.3866  0.39
H  -0.0325  -0.3538  1.2715  0.31

Kohn-Sham gap: 10.4 eV
Charge: 0
Highest occupied orbital energy: -9.90 eV
SMILES: Oc1nnc[nH]1


Going by the computed energies, the most stable comes first: arrangement i, arrangement iv, arrangement iii, arrangement ii.


Arrangement i

# C2H3N3O

An isolated molecule of C2H3N3O (wB97M-V/def2-TZVPD, OMol25).

Each line ends with the Mulliken charge.
Cartesian coordinates (Å):
C  -0.1256  0.6495  -0.0204  -0.01
C  -1.4109  0.1651  -0.0230  -0.40
H  2.2389  0.4525  0.0658  0.38
H  0.2393  1.6711  0.1432  0.26
H  -2.3624  0.7295  -0.1369  0.34
N  0.6689  -0.4318  0.0735  0.58
N  -1.2826  -1.1992  -0.0481  -0.30
N  -0.0316  -1.5461  0.0376  -0.47
O  2.0660  -0.4905  -0.0916  -0.39

Kohn-Sham gap: 10.6 eV
Charge: 0
Highest occupied orbital energy: -10.16 eV
SMILES: On1ccnn1


Arrangement ii

# C2H3N3O

An isolated molecule of C2H3N3O (wB97M-V/def2-TZVPD, OMol25).

Each line ends with the Mulliken charge.
Cartesian coordinates (Å):
C  0.4355  -0.0985  0.3647  0.44
C  1.8485  -0.0396  -0.0126  0.20
H  -2.2045  0.8662  -0.3238  0.36
H  -0.0789  0.1713  -1.6063  0.28
H  -0.9538  -0.6152  1.5153  0.29
N  -0.3867  0.3909  -0.6452  -0.21
N  0.0818  -0.5700  1.4869  -0.58
N  2.9825  -0.1325  -0.2258  -0.35
O  -1.7245  0.0274  -0.5534  -0.43

Kohn-Sham gap: 10.9 eV
Charge: 0
Highest occupied orbital energy: -10.47 eV
SMILES: [H]/N=C(/C#N)NO


Going by the computed energies, the most stable comes first: arrangement ii, arrangement i.


Arrangement i

# C2H3N3O

An isolated molecule of C2H3N3O (wB97M-V/def2-TZVPD, OMol25).

Each line ends with the Mulliken charge.
Cartesian coordinates (Å):
C  1.3620  0.8226  0.0068  -0.12
C  0.0801  -0.8863  -0.0286  0.00
N  1.3540  -0.5598  0.0065  -0.60
N  0.1716  1.2814  0.0445  -0.65
N  -0.6345  0.2630  -0.0045  0.58
O  -2.0376  0.2265  0.0356  -0.38
H  2.1640  1.4048  0.0040  0.50
H  -0.3872  -1.8801  0.1862  0.28
H  -2.0724  -0.6721  -0.2506  0.38

Kohn-Sham gap: 10.6 eV
Charge: 0
Highest occupied orbital energy: -10.03 eV
SMILES: On1cncn1


Arrangement ii

# C2H3N3O

A cluster of 2 separate species, C2H3N3O in total (wB97M-V/def2-TZVPD, OMol25).

Each line ends with the Mulliken charge.
Cartesian coordinates (Å):
C  -1.6359  0.4023  -0.1351  0.58
C  1.1166  0.3117  0.3465  0.17
N  1.0321  0.1614  -0.8805  -0.35
N  2.2931  0.6986  -0.2981  -0.47
N  -1.7254  -0.7499  -0.4492  -0.48
O  -1.9693  1.4786  0.0810  -0.39
H  0.7262  0.2517  1.2608  0.38
H  2.5741  1.6312  -0.5365  0.22
H  -0.8931  -1.4532  -0.3404  0.33

Kohn-Sham gap: 10.0 eV
Charge: 0
Highest occupied orbital energy: -9.31 eV
SMILES: C1=NN1.N=C=O


Going by the computed energies, the most stable comes first: arrangement i, arrangement ii.


Arrangement i

# C2H3N3O

An isolated molecule of C2H3N3O (wB97M-V/def2-TZVPD, OMol25).

Each line ends with the Mulliken charge.
Cartesian coordinates (Å):
C  -0.3869  0.5807  -0.1734  0.10
C  1.0011  1.0899  -0.2251  -0.48
N  -0.4968  -0.7268  0.0813  -0.26
N  1.7972  0.0772  0.0710  0.36
N  1.6519  -1.0627  0.2181  -0.37
O  -1.8914  -1.2073  0.0815  -0.45
H  -1.2892  1.1016  -0.4637  0.43
H  1.4476  2.1475  -0.3369  0.30
H  -1.8334  -2.0001  0.7472  0.36

Kohn-Sham gap: 8.7 eV
Charge: 0
Highest occupied orbital energy: -8.57 eV


Arrangement ii

# C2H3N3O

An isolated molecule of C2H3N3O (wB97M-V/def2-TZVPD, OMol25).

Each line ends with the Mulliken charge.
Cartesian coordinates (Å):
C  0.6769  0.0661  -0.0151  0.51
C  -0.1970  1.0765  0.0342  -0.36
H  2.3391  -0.7445  0.1683  0.37
H  0.0285  2.1761  -0.0843  0.34
H  -2.3949  0.8350  0.0375  0.25
N  -1.4255  0.4872  -0.0069  0.21
N  -1.2729  -0.8258  0.0057  -0.50
N  0.0116  -1.1278  -0.0170  -0.29
O  1.9944  0.1428  -0.0136  -0.52

Kohn-Sham gap: 10.1 eV
Charge: 0
Highest occupied orbital energy: -9.18 eV
SMILES: Oc1c[nH]nn1


Going by the computed energies, the most stable comes first: arrangement ii, arrangement i.


Arrangement i

# C2H3N3O

An isolated molecule of C2H3N3O (wB97M-V/def2-TZVPD, OMol25).

Each line ends with the Mulliken charge.
Cartesian coordinates (Å):
O  -1.7748  -0.7084  -0.0619  -0.48
C  -0.5801  -0.1395  0.3161  0.41
N  0.5826  -0.9809  0.2315  -0.40
C  1.4669  -0.1917  -0.2240  -0.06
N  0.9615  1.1042  -0.6450  -0.26
N  -0.2569  1.1142  -0.3862  -0.18
H  -2.3712  0.0125  -0.3112  0.33
H  2.5288  -0.3977  -0.2849  0.39
H  -0.5421  0.1360  1.3846  0.24

Kohn-Sham gap: 9.8 eV
Charge: 0
Highest occupied orbital energy: -10.37 eV
SMILES: O[C@H]1N=CN=N1


Arrangement ii

# C2H3N3O

An isolated molecule of C2H3N3O (wB97M-V/def2-TZVPD, OMol25).

Each line ends with the Mulliken charge.
Cartesian coordinates (Å):
O  1.7777  -0.1160  0.3638  -0.48
C  0.8186  0.5922  -0.5080  0.55
N  -0.0341  1.3921  0.1825  -0.56
N  -1.0494  0.5524  0.3848  0.19
C  -0.8285  -0.6638  -0.1967  -0.17
N  0.2605  -0.6268  -0.8783  -0.45
H  2.3996  -0.5458  -0.2263  0.34
H  -1.8531  0.8216  0.9250  0.20
H  -1.4470  -1.5285  -0.0117  0.37

Kohn-Sham gap (alpha / beta): 8.4 / 8.4 eV
Charge: 0
Highest occupied orbital energy (alpha / beta): -8.81 / -8.80 eV
SMILES: Oc1nc[nH]n1


Going by the computed energies, the most stable comes first: arrangement i, arrangement ii.


Arrangement i

# C6H15N

A structure of composition C6H15N (wB97M-V/def2-TZVPD, OMol25).

Each line ends with the Mulliken charge.
Cartesian coordinates (Å):
C  -0.9808  1.4195  -1.0104  -0.51
C  -1.6477  1.9826  0.2155  -1.00
C  -0.7104  0.0398  -1.1192  -0.11
N  -0.4768  -0.8702  -0.1448  -0.60
C  0.4305  -0.7297  2.1709  -1.48
C  0.6469  -0.3751  0.6947  0.86
C  1.9621  -0.9929  0.1909  -1.41
H  -1.1299  -0.4467  -2.0038  0.41
H  -1.3168  1.8512  -1.9466  0.42
H  -2.1139  1.1665  0.7771  0.29
H  -0.9474  2.4700  0.9125  0.24
H  -2.4026  2.7181  -0.0519  0.35
H  2.0218  -2.5430  -5.1489  -0.04
H  2.2901  -3.1980  -5.3493  0.04
H  0.2302  0.9325  -1.2749  0.28
H  1.2170  -0.3721  2.8371  0.35
H  -0.5138  -0.2976  2.5128  0.32
H  0.3511  -1.8140  2.2509  0.34
H  0.7180  0.7111  0.6138  0.20
H  2.0403  -0.7913  -0.8785  0.35
H  2.8179  -0.6087  0.7388  0.36
H  1.8901  -2.0815  0.2719  0.34

Kohn-Sham gap: 8.4 eV
Charge: 0
Highest occupied orbital energy: -7.68 eV


Arrangement ii

# C6H15N

An isolated molecule of C6H15N (wB97M-V/def2-TZVPD, OMol25).

Each line ends with the Mulliken charge.
Cartesian coordinates (Å):
C  -0.9581  -1.0949  -2.9301  -1.10
C  -0.0161  -0.4094  -1.8965  -0.38
N  -0.6459  -0.2756  -0.5821  -0.34
C  0.3207  -0.1185  2.9940  -1.20
C  -0.5917  0.0647  1.7511  -0.45
C  0.3257  0.0870  0.4934  0.05
C  1.1007  1.3808  0.2396  -1.35
H  -1.2697  -0.2463  -3.5620  0.28
H  -1.8632  -1.4729  -2.4831  0.32
H  -0.3490  -1.7575  -3.5745  0.30
H  0.3222  0.4919  -2.4098  0.22
H  0.8685  -1.0323  -1.6818  0.36
H  -1.4360  0.3676  -0.6053  0.26
H  0.5620  -1.1828  3.0923  0.33
H  1.3228  0.3206  2.8496  0.29
H  -0.1208  0.2672  3.9133  0.33
H  -1.1328  1.0053  1.8402  0.36
H  -1.1519  -0.8533  1.6665  0.35
H  0.9946  -0.7640  0.5196  0.31
H  0.4039  2.1863  -0.0041  0.33
H  1.6914  1.7239  1.0828  0.39
H  1.6229  1.3122  -0.7132  0.34

Kohn-Sham gap: 9.9 eV
Charge: 0
Highest occupied orbital energy: -8.72 eV
SMILES: CCN[C@@H](C)CC


Going by the computed energies, the most stable comes first: arrangement ii, arrangement i.


Arrangement i

# C2H7N3

An isolated molecule of C2H7N3 (wB97M-V/def2-TZVPD, OMol25).

Each line ends with the Mulliken charge.
Cartesian coordinates (Å):
C  -1.8023  0.2389  -0.1060  -0.59
C  1.4473  0.2305  0.0099  0.11
H  -2.8750  -0.0229  0.2916  0.26
H  -1.8577  0.1348  -1.2512  0.24
H  -1.5222  1.3197  0.0846  0.23
H  -0.5967  -0.6775  1.3498  0.24
H  0.6442  -1.6144  -0.6093  0.27
H  1.0672  1.3513  0.1178  0.19
H  3.3142  0.6109  0.1194  0.26
N  -0.8567  -0.7030  0.3441  -0.36
N  0.3912  -0.6215  -0.4118  -0.23
N  2.6465  -0.2468  0.0610  -0.60

Kohn-Sham gap: 10.3 eV
Charge: 0
Highest occupied orbital energy: -9.32 eV
SMILES: [H]/N=C/NNC


Arrangement ii

# C2H7N3

An isolated molecule of C2H7N3 (wB97M-V/def2-TZVPD, OMol25).

Each line ends with the Mulliken charge.
Cartesian coordinates (Å):
C  1.5893  1.1211  -0.7708  -0.71
N  1.1223  -0.1872  -0.2330  -0.25
N  -2.3102  -0.7587  0.5562  -0.42
C  -0.9325  -0.7040  0.6223  -0.07
N  -0.2433  -0.1685  -0.2975  -0.39
H  1.4854  -0.3972  0.7035  0.26
H  -2.7421  -1.5413  1.0309  0.23
H  -2.6779  -0.4648  -0.3401  0.25
H  -0.4908  -1.1789  1.5081  0.25
H  1.2836  2.0103  -0.2037  0.28
H  2.6779  1.0774  -0.7791  0.32
H  1.2384  1.1917  -1.7968  0.25

Kohn-Sham gap: 8.9 eV
Charge: 0
Highest occupied orbital energy: -7.74 eV
SMILES: CN/N=C/N


Going by the computed energies, the most stable comes first: arrangement ii, arrangement i.


Arrangement i

# C2H7N3

An isolated molecule of C2H7N3 (wB97M-V/def2-TZVPD, OMol25).

Each line ends with the Mulliken charge.
Cartesian coordinates (Å):
C  -0.8491  -0.1034  0.1039  -0.42
C  1.9003  -0.2791  -0.0164  -0.66
N  -2.2389  0.2031  -0.0607  -0.57
N  -0.0043  1.0540  -0.0459  -0.06
N  1.2179  0.9805  -0.0898  -0.31
H  -2.4069  0.6093  -0.9741  0.25
H  -2.5358  0.8715  0.6411  0.25
H  -0.6913  -0.5574  1.0922  0.37
H  -0.5052  -0.8980  -0.6398  0.30
H  2.9705  -0.0885  -0.0482  0.27
H  1.5086  -0.9451  -0.8424  0.29
H  1.6341  -0.8467  0.8802  0.29

Kohn-Sham gap: 9.6 eV
Charge: 0
Highest occupied orbital energy: -8.60 eV
SMILES: C/N=N\CN


Arrangement ii

# C2H7N3

An isolated molecule of C2H7N3 (wB97M-V/def2-TZVPD, OMol25).

Each line ends with the Mulliken charge.
Cartesian coordinates (Å):
C  1.3877  -0.8846  -0.7986  -0.65
C  -1.2519  0.6415  0.2612  0.09
H  1.7972  -1.9426  -0.6804  0.30
H  2.3248  -0.1863  -1.0380  0.21
H  0.6456  -0.8266  -1.6352  0.28
H  0.3390  -1.1638  0.9614  0.25
H  0.3522  1.4355  1.1057  0.27
H  -1.5839  -0.3746  -0.1273  0.25
H  -2.9900  1.3117  0.4167  0.24
N  0.8738  -0.4134  0.5076  -0.51
N  0.0925  0.7105  0.4875  -0.08
N  -1.9872  1.6927  0.5394  -0.65

Kohn-Sham gap: 9.9 eV
Charge: 0
Highest occupied orbital energy: -8.99 eV
SMILES: [H]/N=C/NNC


Arrangement iii

# C2H7N3

A cluster of 2 separate species, C2H7N3 in total (wB97M-V/def2-TZVPD, OMol25).

Each line ends with the Mulliken charge.
Cartesian coordinates (Å):
C  -0.5692  -0.6952  -2.8738  -0.29
N  -0.6120  -0.6135  -1.5707  -0.42
H  0.3002  -0.1920  -3.2677  0.22
H  -1.3659  -0.8911  -3.5846  0.24
H  -1.6238  -0.8186  -1.3063  0.19
N  0.7927  -0.1177  1.1987  -0.43
C  0.6950  0.5357  2.3783  0.10
N  -0.0534  1.5910  2.4969  -0.64
H  0.4058  0.1223  0.2853  0.27
H  0.8339  -1.1164  1.3537  0.20
H  1.1490  0.0598  3.2369  0.33
H  0.0476  2.1356  1.6534  0.22

Kohn-Sham gap: 8.9 eV
Charge: 0
Highest occupied orbital energy: -8.23 eV
SMILES: [H]/N=C\N.C=N


Going by the computed energies, the most stable comes first: arrangement ii, arrangement i, arrangement iii.